115
Properties=species:S:1:pos:R:3:forces:R:3 method="wB97M-V/def2-TZVPD" homo_lumo_gap_ev=7.72 total_charge=0 multiplicity=1
Pt 0.775067 -0.337322 -0.220110 -0.2973 -0.1735 0.0182
C 0.054329 1.194194 2.569575 0.0331 -0.0098 0.3107
P 1.365663 -0.116559 2.894814 0.2487 0.0693 -0.1254
C 0.710135 -1.719759 3.483116 0.0795 0.0260 0.3029
C -0.184222 -2.473119 2.725619 0.0440 0.0801 -0.2316
C -0.500401 -3.777902 3.068936 -0.0326 0.0136 0.0128
C 0.094868 -4.373733 4.168910 0.0527 -0.0120 0.0222
C 1.033563 -3.659675 4.899819 -0.0474 -0.0675 -0.0025
C 1.343990 -2.354075 4.557352 -0.1667 0.0645 0.0917
C 2.056941 0.672288 4.401430 0.0089 -0.0694 -0.0274
C 1.448493 0.617440 5.656736 -0.0232 0.0106 -0.0077
C 1.967836 1.329382 6.724300 -0.0149 -0.0038 0.0267
C 3.097933 2.120135 6.553027 0.0038 0.0021 -0.0177
C 3.700350 2.195720 5.308541 0.0304 0.0194 0.0488
C 3.183926 1.472186 4.241385 0.0312 -0.0103 -0.0396
C 0.663083 2.084377 1.534480 -0.1320 0.0019 -0.2558
C 1.152484 3.374619 1.593778 0.0283 0.0035 0.1548
C 1.867695 3.614728 0.394042 0.1334 0.0471 -0.1659
C 1.787801 2.460292 -0.356426 -0.1740 -0.0904 0.1512
C 2.320296 1.974679 -1.670656 -0.0843 -0.0854 0.0759
P 2.705642 0.195664 -1.322304 0.1672 0.0695 0.1372
C 4.358453 0.282734 -0.577979 0.0290 -0.1221 -0.2011
C 5.484497 0.417524 -1.389193 0.0182 0.0707 -0.0351
C 6.739083 0.553620 -0.819078 -0.0081 -0.0081 0.0278
C 6.876950 0.545849 0.563675 -0.0018 -0.0177 -0.0411
C 5.759658 0.398901 1.370422 0.0594 0.0120 0.0437
C 4.502196 0.264141 0.801923 -0.1373 -0.0367 0.0652
C 2.913627 -0.677580 -2.887253 -0.0268 0.1774 -0.0939
C 2.610697 -0.070390 -4.105530 0.0241 -0.0289 0.0439
C 2.710071 -0.792518 -5.285057 -0.0012 -0.0547 -0.0148
C 3.103840 -2.122488 -5.251623 -0.0108 0.0191 -0.0578
C 3.398859 -2.731716 -4.040627 -0.0145 -0.0428 0.0091
C 3.306202 -2.013574 -2.861379 -0.0332 -0.0049 0.0424
N 1.023339 1.556691 0.329603 0.1961 0.0933 0.0050
H -0.122970 1.759962 3.485520 -0.0865 -0.0406 -0.0196
H -0.885364 0.746956 2.257530 -0.0048 -0.0995 -0.1066
H -0.580153 -2.075739 1.798367 0.0228 0.0211 0.0876
H -1.191707 -4.337130 2.452221 -0.0138 -0.0155 -0.0143
H -0.141880 -5.395715 4.433060 -0.0090 -0.0105 0.0054
H 1.534350 -4.120995 5.741000 0.0067 -0.0202 0.0102
H 2.085139 -1.826938 5.141798 0.0239 0.0138 -0.0159
H 0.564970 0.007048 5.800688 -0.0182 0.0078 -0.0074
H 1.487868 1.270960 7.692858 0.0013 0.0021 0.0114
H 3.502549 2.675589 7.388340 0.0086 0.0179 0.0211
H 4.576436 2.814534 5.163639 0.0049 0.0130 0.0015
H 3.656734 1.545669 3.269502 -0.0136 -0.0046 -0.0190
H 1.048583 4.047471 2.429689 0.0048 0.0258 0.0291
H 2.390374 4.517457 0.124651 0.0272 0.0320 -0.0137
H 3.199495 2.505293 -2.035762 0.0091 0.0627 0.1117
H 1.536820 2.026390 -2.434524 0.0774 -0.0808 -0.0580
H 5.383469 0.416555 -2.468427 -0.0163 -0.0135 -0.0012
H 7.608507 0.661093 -1.453482 0.0262 -0.0060 -0.0042
H 7.858298 0.643475 1.008417 0.0176 0.0105 0.0100
H 5.865366 0.380195 2.447450 0.0027 -0.0048 0.0227
H 3.625715 0.128525 1.427188 0.0082 0.0011 -0.0422
H 2.297265 0.964655 -4.142896 0.0164 0.0049 0.0046
H 2.474690 -0.317527 -6.228264 0.0028 0.0065 -0.0138
H 3.172869 -2.688541 -6.171279 -0.0013 -0.0052 -0.0091
H 3.677623 -3.775474 -4.005503 0.0147 -0.0244 0.0013
H 3.512583 -2.505939 -1.918939 0.0187 0.0038 0.0228
C -3.131366 -3.324547 -3.832552 0.0109 -0.0281 -0.0052
C -3.748536 -3.300173 -2.424506 -0.0355 -0.0535 0.0323
C -3.590718 -1.934805 -1.758256 -0.0857 0.0978 0.1084
C -2.102883 -1.689379 -1.465208 -0.0566 0.0998 0.0024
C -1.246628 -2.101014 -2.699147 0.1844 0.0639 0.0291
C -2.054453 -2.247438 -3.984671 0.0174 -0.0010 -0.0059
P -1.565391 -0.072315 -0.704184 -0.1492 -0.0952 -0.0228
C -2.868811 0.456610 0.515213 0.0646 0.0075 0.0071
C -3.038399 -0.541186 1.664263 0.1124 -0.0558 0.0332
C -3.777421 0.107368 2.842839 0.0406 -0.0313 0.0569
C -4.878261 1.072034 2.380218 -0.0072 0.0145 0.0131
C -5.375783 0.655251 1.005064 -0.0503 -0.0056 -0.0335
C -4.266013 0.831518 -0.039717 -0.0096 0.0004 -0.0531
C -1.529717 1.262677 -2.006239 -0.0096 -0.0932 -0.0030
C -2.714038 1.384648 -2.980123 -0.0405 -0.0426 0.0215
C -2.537301 2.653104 -3.811927 0.0003 -0.0330 -0.0582
C -2.798583 3.892717 -2.953537 -0.0352 0.0085 -0.0003
C -2.281893 3.694283 -1.518705 0.0079 0.0156 -0.0316
C -1.159923 2.662093 -1.436306 0.0218 0.0597 0.0854
H -3.906214 -3.181546 -4.588886 -0.0041 0.0180 0.0020
H -2.693866 -4.307292 -4.019492 0.0021 -0.0031 0.0034
H -3.258109 -4.044145 -1.789793 0.0128 -0.0046 0.0035
H -4.802671 -3.580816 -2.464612 0.0018 0.0159 0.0008
H -4.162505 -1.915755 -0.828145 -0.0041 0.0272 -0.0099
H -4.012676 -1.158225 -2.401356 0.0295 -0.0049 -0.0528
H -1.841916 -2.373698 -0.648412 0.0547 -0.0235 -0.0384
H -0.802364 -3.074294 -2.492591 0.0724 -0.0161 0.0310
H -0.398290 -1.426140 -2.849348 -0.0542 0.0034 0.0067
H -1.375772 -2.503877 -4.800978 -0.0022 -0.0078 0.0150
H -2.515142 -1.303003 -4.268043 -0.0492 0.0914 -0.0092
H -2.427494 1.366891 0.944357 0.0206 -0.0040 -0.0247
H -2.078909 -0.904093 2.022459 -0.0089 -0.0248 -0.0620
H -3.577601 -1.421438 1.303630 -0.0371 0.0081 0.0080
H -3.053903 0.637059 3.468761 -0.0106 0.0082 -0.0032
H -4.203075 -0.680711 3.467852 -0.0111 -0.0041 -0.0117
H -4.489273 2.092816 2.318223 0.0258 0.0114 -0.0058
H -5.690794 1.099439 3.107375 -0.0107 -0.0101 -0.0086
H -6.246800 1.239230 0.701079 0.0079 0.0071 0.0113
H -5.704308 -0.387881 1.037785 0.0075 -0.0183 0.0091
H -4.257185 1.872804 -0.355126 0.0247 0.0675 -0.0196
H -4.514370 0.247273 -0.919413 -0.0108 -0.0327 -0.0336
H -0.681159 0.922042 -2.612090 0.0210 0.0366 -0.0076
H -3.670699 1.433261 -2.459926 0.0049 0.0329 0.0194
H -2.753219 0.514123 -3.627602 -0.0021 -0.0986 -0.0255
H -3.198952 2.641976 -4.680101 -0.0207 -0.0014 0.0181
H -1.515877 2.670635 -4.205924 0.0115 0.0122 -0.0106
H -3.873665 4.089172 -2.929970 0.0019 0.0161 0.0005
H -2.338889 4.770590 -3.412339 0.0406 -0.0202 0.0026
H -3.100663 3.407656 -0.860316 -0.0677 -0.0670 0.0302
H -1.905392 4.635671 -1.114325 -0.0011 -0.0025 -0.0069
H -0.806226 2.604916 -0.407734 -0.0904 0.0124 -0.0733
H -0.314237 3.050484 -2.009289 -0.0175 -0.0069 0.0308
S 1.386528 -4.901988 -1.383344 0.0772 -0.1905 -0.0848
C 1.081102 -3.413996 -0.848180 -0.2479 0.1836 0.2503
N 0.800163 -2.351215 -0.443770 0.1402 0.2216 -0.4173